No. 1
Computed, not measured: a cluster of 2 separate species, C3H2FP in total at a distorted geometry, with wB97M-V/def2-TZVPD.

Geometry as XYZ:
```
7
Properties=species:S:1:pos:R:3:forces:R:3:mulliken_charge:R:1
C -0.8611 -0.5374 -0.8876 -2.2508 1.4147 1.6698 -0.47
C -1.6950 -0.0069 -0.1904 -0.5536 -0.5111 -0.7682 0.27
C 1.7220 0.0806 0.8068 1.2621 3.0256 -1.8783 -0.17
F -2.7736 0.4433 0.4061 1.4883 -0.4768 -0.3376 -0.22
P 2.0308 1.2375 -0.2154 -0.6306 -2.0865 1.5268 -0.18
H -0.1727 -0.7516 -1.6273 1.0469 -0.5319 -0.6475 0.41
H 1.7496 -0.4655 1.7079 -0.3623 -0.8340 0.4349 0.37
```
Forces are in eV/Å.

As for the SMILES: C#CF.C#P. Its multiplicity is 1. The net charge is 0. The calculation puts the HOMO energy at -9.65 eV. The calculation puts the energy relative to the best compared isomer or geometry (same formula, charge and spin) at 1.492 eV.


No. 2
Computed, not measured: a structure of composition C3H2HgO2 at a distorted geometry, with wB97M-V/def2-TZVPD.

Geometry as XYZ:
```
8
Properties=species:S:1:pos:R:3:forces:R:3:mulliken_charge:R:1
O 1.2770 -2.2425 0.4429 0.5603 1.0891 -2.7754 -0.23
C 1.1234 -1.0974 0.2666 1.1864 -2.7960 6.0019 0.61
C 0.7913 0.0607 0.8809 -2.3381 0.0570 -5.1874 -0.58
H 0.5430 0.0696 1.9461 0.0956 -0.4159 -0.3848 0.29
C -0.4201 0.1730 -0.2202 -0.1302 3.0438 3.6319 0.17
O -0.4067 1.0703 -1.0514 1.3271 -1.6583 0.2716 -0.48
H -1.3596 -0.3510 0.0403 0.2659 -0.2233 -0.5078 0.39
Hg -1.5484 2.3173 -2.3051 -0.9669 0.9035 -1.0500 0.81
```
Forces are in eV/Å.

Its multiplicity is 2. The net charge is +1. The calculation puts the HOMO energy (alpha / beta) at -13.83 / -13.83 eV. The calculation puts the energy relative to the best compared isomer or geometry (same formula, charge and spin) at 2.053 eV.


No. 3
Computed, not measured: the molecule C3H2I2O at a distorted geometry, with wB97M-V/def2-TZVPD.

Geometry as XYZ:
```
8
Properties=species:S:1:pos:R:3:forces:R:3:mulliken_charge:R:1
C -0.0356 0.3858 0.5394 0.0394 -2.5290 1.0396 -0.52
C -0.2999 1.6333 0.3594 -3.5822 2.2568 -0.5134 0.07
C -2.0311 2.1287 0.4061 4.6652 -0.2247 0.2727 0.18
O -2.3215 3.2249 0.6746 -0.3707 0.9140 0.1636 -0.38
I 0.9912 3.1542 -0.1019 0.1235 0.2285 -0.0375 0.15
I -3.3373 0.6597 -0.0960 -1.2529 -1.2130 -0.4064 0.13
H 0.9875 -0.0597 0.4821 -1.1442 0.3736 0.1474 0.28
H -0.9397 -0.2110 0.8799 1.5220 0.1937 -0.6661 0.08
```
Forces are in eV/Å.

As for the SMILES: C=C(I)C(=O)I. Its multiplicity is 1. The net charge is 0. The calculation puts the HOMO energy at -9.49 eV. The calculation puts the energy relative to the best compared isomer or geometry (same formula, charge and spin) at 0.492 eV.


No. 4
Computed, not measured: a cluster of 2 separate species, C3H2IN in total at a distorted geometry, with wB97M-V/def2-TZVPD.

Geometry as XYZ:
```
7
Properties=species:S:1:pos:R:3:forces:R:3:mulliken_charge:R:1
C 1.5765 0.2877 0.9408 1.7496 -1.8148 -0.3760 0.05
C -0.3629 -2.2236 -0.7722 0.4970 0.0197 -1.0361 0.03
C -0.8270 -2.4884 0.3047 -0.1638 1.4589 -2.0997 -0.63
N 1.1082 1.3076 1.0066 -1.6396 2.4496 0.3028 -0.33
I -1.2702 -3.1513 2.1643 -0.8802 -1.7198 4.4250 0.22
H -0.0973 -2.0552 -1.7568 0.5734 0.2568 -1.2956 0.39
H 2.2635 -0.5036 0.7985 -0.1363 -0.6504 0.0797 0.28
```
Forces are in eV/Å.

Its multiplicity is 3. The net charge is 0. The calculation puts the HOMO energy (alpha / beta) at -5.68 / -9.78 eV. The calculation puts the energy relative to the best compared isomer or geometry (same formula, charge and spin) at 2.451 eV.


No. 5
Computed, not measured: a structure of composition C3H2IN2 at a distorted geometry, with wB97M-V/def2-TZVPD.

Geometry as XYZ:
```
8
Properties=species:S:1:pos:R:3:forces:R:3:mulliken_charge:R:1
C 0.5954 1.4153 0.1301 -1.1560 -1.2536 -0.0272 0.58
C 0.1853 -0.4144 0.7051 1.0961 -1.6245 -0.8589 -0.22
C -0.1299 -0.1168 -0.8136 1.1660 -2.5395 1.1097 -0.18
N 0.7240 0.8440 1.2123 -0.0563 -0.6498 0.8895 -0.33
N 0.1191 1.1933 -0.9946 0.7011 3.1827 -1.1429 -0.32
I -1.9945 -0.6611 0.2917 -0.9604 0.2296 0.2557 0.49
H 0.4497 -1.4825 1.1382 -0.1989 2.7182 -0.6954 0.46
H 0.0509 -0.7778 -1.6693 -0.5916 -0.0632 0.4696 0.51
```
Forces are in eV/Å.

Its multiplicity is 1. The net charge is +1. The calculation puts the HOMO energy at -15.18 eV. The calculation puts the energy relative to the best compared isomer or geometry (same formula, charge and spin) at 1.989 eV.


No. 6
Computed, not measured: a structure of composition C3H2KO2 at a distorted geometry, with wB97M-V/def2-TZVPD.

Geometry as XYZ:
```
8
Properties=species:S:1:pos:R:3:forces:R:3:mulliken_charge:R:1
O 1.2782 -0.0235 -0.6095 -0.6554 -0.8582 0.4886 -0.44
C -1.3852 1.7855 0.9252 1.0559 -0.8749 0.7289 -0.20
C 0.1825 -0.5139 -0.5132 -0.2878 2.0471 -2.3758 0.20
O -0.9782 0.3513 -0.5314 2.7198 -3.3132 -1.4832 -0.22
C -1.0954 0.4736 0.8319 -3.5003 3.2085 2.0603 -0.05
K 3.8240 -0.3495 -0.8766 0.1073 0.0911 -0.0026 1.02
H -0.0349 -1.5862 -0.6582 -0.2550 0.2845 0.6200 0.39
H -1.7909 -0.1373 1.4319 0.8154 -0.5848 -0.0362 0.30
```
Forces are in eV/Å.

Its multiplicity is 1. The net charge is +1. The calculation puts the HOMO energy at -13.49 eV. The calculation puts the energy relative to the best compared isomer or geometry (same formula, charge and spin) at 3.877 eV.


No. 7
Computed, not measured: a structure of composition C3H2LaO3 at a distorted geometry, with wB97M-V/def2-TZVPD.

Geometry as XYZ:
```
9
Properties=species:S:1:pos:R:3:forces:R:3:mulliken_charge:R:1
C -2.6412 -0.2043 -0.0019 -0.3347 0.1389 0.0828 -0.90
C -2.2493 1.0536 -0.0083 1.9007 -0.5199 -0.1349 0.76
O -1.5862 2.0171 -0.0324 -1.1892 -0.0675 0.0688 -0.39
C 2.0181 -0.4393 0.0213 -2.7580 -2.8663 -0.0064 0.62
O 1.0017 -0.9831 0.0291 1.1102 1.6053 0.0089 -0.15
O 3.1444 -0.1312 0.0078 2.1766 1.2918 -0.0076 -0.38
La 5.9465 0.0889 -0.0175 -0.5811 0.0088 0.0043 1.90
H -2.8119 -0.7078 -0.9529 -0.1614 0.2155 0.3516 0.27
H -2.8222 -0.6939 0.9546 -0.1632 0.1935 -0.3674 0.27
```
Forces are in eV/Å.

Its multiplicity is 2. The net charge is +2. The calculation puts the HOMO energy (alpha / beta) at -13.13 / -13.13 eV. The calculation puts the energy relative to the best compared isomer or geometry (same formula, charge and spin) at 2.159 eV.


No. 8
Computed, not measured: a structure of composition C3H2LiO3Pt at a distorted geometry, with wB97M-V/def2-TZVPD.

Geometry as XYZ:
```
10
Properties=species:S:1:pos:R:3:forces:R:3:mulliken_charge:R:1
O -3.5349 -0.5117 0.7827 3.7905 -1.9012 -1.0223 -0.63
O -1.4623 0.6987 2.6028 -0.1227 0.0938 -2.6041 -0.19
C -1.4299 -0.2300 3.5582 -1.2807 -2.3566 -1.7726 0.45
C -1.5637 0.4525 1.2160 1.6359 5.5952 2.8288 0.00
O -1.7794 -1.3886 3.3323 -0.0049 0.2299 -0.2928 -0.73
C -2.2880 -0.3540 0.3980 -6.8066 -0.2863 -0.5919 0.06
Pt -1.0493 0.5538 5.1246 0.8901 1.0881 3.0305 0.47
H -2.0488 -0.2969 -0.6778 0.0460 -0.7404 0.2823 0.36
H -2.0158 1.5056 0.8556 2.0062 -1.7946 0.0565 0.29
Li -3.2571 -1.8339 2.2362 -0.1539 0.0721 0.0856 0.92
```
Forces are in eV/Å.

Its multiplicity is 3. The net charge is +1. The calculation puts the HOMO energy (alpha / beta) at -13.39 / -14.14 eV. The calculation puts the energy relative to the best compared isomer or geometry (same formula, charge and spin) at 0.000 eV.


No. 9
Computed, not measured: a structure of composition C3H2MnO2 at a distorted geometry, with wB97M-V/def2-TZVPD.

Geometry as XYZ:
```
8
Properties=species:S:1:pos:R:3:forces:R:3:mulliken_charge:R:1
O 1.1332 -1.0063 0.4847 0.9935 0.4086 -1.4896 -0.58
C 1.2706 -0.3296 -0.5749 0.4288 -0.2843 0.6513 0.37
C 0.1764 0.3681 -1.1994 -0.1669 0.4119 0.1966 -0.11
O -1.0710 -0.0692 -0.7333 -0.4441 1.1508 -0.5983 -0.39
C -0.6697 1.3796 -0.1749 0.4733 -1.9677 -1.0765 -0.27
Mn -0.5550 -0.2096 1.2178 -0.9863 0.3689 1.7693 0.27
H 2.2803 -0.2164 -1.0048 -0.2515 -0.1570 0.0722 0.37
H 0.2505 0.6150 -2.2644 -0.0470 0.0688 0.4751 0.33
```
Forces are in eV/Å.

Its multiplicity is 6. The net charge is 0. The calculation puts the HOMO energy (alpha / beta) at -6.29 / -8.49 eV. The calculation puts the energy relative to the best compared isomer or geometry (same formula, charge and spin) at 0.000 eV.


No. 10
Computed, not measured: the molecule C3H2N2O at a distorted geometry, with wB97M-V/def2-TZVPD.

Geometry as XYZ:
```
8
Properties=species:S:1:pos:R:3:forces:R:3:mulliken_charge:R:1
O -1.4575 -0.2445 0.8780 0.0100 -0.0559 0.2500 -0.48
C -0.3466 0.2131 0.1996 0.3567 -0.0998 -0.2377 -0.13
C -0.3108 1.5658 -0.2668 -0.0135 1.0253 -0.3963 0.29
N -0.2820 2.6474 -0.6852 -0.0269 -1.0793 0.4892 -0.37
C 0.6207 -0.6134 -0.1764 0.1545 -0.2347 -0.1497 0.51
N 1.5466 -1.3613 -0.4362 -0.4551 0.3549 0.0802 -0.46
H -1.2325 -0.3494 1.8125 -0.0941 0.0833 -0.1227 0.33
H 1.4621 -1.8578 -1.3255 0.0683 0.0062 0.0870 0.30
```
Forces are in eV/Å.

As for the SMILES: N#CC(O)=C=N. Its multiplicity is 1. The net charge is 0. The calculation puts the HOMO energy at -9.56 eV. The calculation puts the energy relative to the best compared isomer or geometry (same formula, charge and spin) at 1.038 eV.


- Which of these has the highest multiplicity?
  C3H2MnO2


Please write out number 7 again, unchanged.
Computed, not measured: a structure of composition C3H2LaO3 at a distorted geometry, with wB97M-V/def2-TZVPD.

Geometry as XYZ:
```
9
Properties=species:S:1:pos:R:3:forces:R:3:mulliken_charge:R:1
C -2.6412 -0.2043 -0.0019 -0.3347 0.1389 0.0828 -0.90
C -2.2493 1.0536 -0.0083 1.9007 -0.5199 -0.1349 0.76
O -1.5862 2.0171 -0.0324 -1.1892 -0.0675 0.0688 -0.39
C 2.0181 -0.4393 0.0213 -2.7580 -2.8663 -0.0064 0.62
O 1.0017 -0.9831 0.0291 1.1102 1.6053 0.0089 -0.15
O 3.1444 -0.1312 0.0078 2.1766 1.2918 -0.0076 -0.38
La 5.9465 0.0889 -0.0175 -0.5811 0.0088 0.0043 1.90
H -2.8119 -0.7078 -0.9529 -0.1614 0.2155 0.3516 0.27
H -2.8222 -0.6939 0.9546 -0.1632 0.1935 -0.3674 0.27
```
Forces are in eV/Å.

Its multiplicity is 2. The net charge is +2. The calculation puts the HOMO energy (alpha / beta) at -13.13 / -13.13 eV. The calculation puts the energy relative to the best compared isomer or geometry (same formula, charge and spin) at 2.159 eV.


Please write out number 1 again, unchanged.
Computed, not measured: a cluster of 2 separate species, C3H2FP in total at a distorted geometry, with wB97M-V/def2-TZVPD.

Geometry as XYZ:
```
7
Properties=species:S:1:pos:R:3:forces:R:3:mulliken_charge:R:1
C -0.8611 -0.5374 -0.8876 -2.2508 1.4147 1.6698 -0.47
C -1.6950 -0.0069 -0.1904 -0.5536 -0.5111 -0.7682 0.27
C 1.7220 0.0806 0.8068 1.2621 3.0256 -1.8783 -0.17
F -2.7736 0.4433 0.4061 1.4883 -0.4768 -0.3376 -0.22
P 2.0308 1.2375 -0.2154 -0.6306 -2.0865 1.5268 -0.18
H -0.1727 -0.7516 -1.6273 1.0469 -0.5319 -0.6475 0.41
H 1.7496 -0.4655 1.7079 -0.3623 -0.8340 0.4349 0.37
```
Forces are in eV/Å.

As for the SMILES: C#CF.C#P. Its multiplicity is 1. The net charge is 0. The calculation puts the HOMO energy at -9.65 eV. The calculation puts the energy relative to the best compared isomer or geometry (same formula, charge and spin) at 1.492 eV.